# 1
Computed, not measured: the molecule C17H22N4O3S2 in a non-equilibrium geometry, with ωB97M-V/def2-TZVPD.

The highest occupied orbital energy comes out at -0.3157 Ha. Its structure (SMILES) is CCCCn1c(SCc2c(C)noc2C)nc2cc(S(N)(=O)=O)ccc21. Its energy above the lowest of the compared OMol25 structures with the same formula, charge and spin is 195.9 kJ/mol. As for the total energy: -51759.12438 eV. The frontier orbital gap is 8.97 eV.

```
! wB97M-V def2-TZVPD RIJCOSX def2/J DEFGRID3
* xyz 0 1
C 2.22623 -4.92400 0.07190
H 1.20058 -5.25359 0.21994
C 2.64354 -3.96755 1.18301
C 1.68253 -2.79254 1.35320
H 1.96226 -2.22151 2.24198
H 0.66823 -3.16954 1.50085
C 1.68727 -1.84898 0.14743
N 0.82686 -0.71848 0.36924
C -0.50698 -0.64385 0.08054
N -1.07131 0.47341 0.45286
C -0.07071 1.20310 1.03615
C -0.09366 2.46979 1.60596
C 1.09380 2.93646 2.12199
C 2.27903 2.21080 2.09615
C 2.32121 0.94913 1.53409
C 1.13865 0.45893 1.00143
H 3.23335 0.37340 1.51727
H 3.15228 2.65505 2.54581
S 1.12472 4.58026 2.82511
O 2.23732 4.69380 3.71683
O -0.18796 4.93077 3.27017
N 1.46224 5.57022 1.51947
H 0.73508 5.58869 0.82525
H 2.37919 5.43209 1.13082
H -0.98826 3.06584 1.67142
S -1.32355 -1.94482 -0.71680
C -2.93419 -1.13097 -1.06352
C -2.80735 -0.07549 -2.09004
C -3.00644 1.27628 -1.95745
O -2.76531 1.86697 -3.13589
N -2.40180 0.93105 -4.05012
C -2.42065 -0.23008 -3.45403
C -2.08406 -1.48999 -4.15917
H -1.26903 -2.00102 -3.64899
H -1.79357 -1.26726 -5.18112
H -2.94709 -2.15468 -4.16652
C -3.43230 2.11003 -0.81024
H -2.82606 1.85524 0.05706
H -3.30711 3.15948 -1.06006
H -4.47952 1.92474 -0.57457
H -3.57283 -1.94882 -1.39911
H -3.28976 -0.72475 -0.11947
H 2.69915 -1.47990 -0.04071
H 1.32751 -2.37146 -0.74262
H 2.68073 -4.51586 2.12623
H 3.64817 -3.58882 0.98207
H 2.87078 -5.79943 0.07060
H 2.29879 -4.45217 -0.90440
*
```

These are the Mulliken partial charges, in e, on atoms 1 to 6: -1.131 0.291 -0.536 -0.029 0.333 0.277

=====

# 2
Computed, not measured: a structure of composition C37H47LiN5O4PSe, with ωB97M-V/def2-TZVPD.

The highest occupied orbital energy (alpha / beta) comes out at -0.1000 / 0.0005 Ha. Its energy above the lowest of the compared OMol25 structures with the same formula, charge and spin is 0.0 kJ/mol. As for the total energy: -129616.53530 eV. The frontier orbital gap (alpha / beta) is 6.70 / 3.97 eV.

```
! wB97M-V def2-TZVPD RIJCOSX def2/J DEFGRID3
* xyz -2 1
Li -1.11329 -0.38220 -0.10879
Se -4.99775 6.89008 0.16220
N -4.15250 5.98411 1.50310
C -3.64220 4.89647 0.90422
C -2.87448 3.90605 1.62066
C -2.58845 4.02727 2.99066
C -1.82909 3.06537 3.61221
C -1.36043 1.97944 2.85694
N -1.62806 1.83764 1.57870
C -2.36487 2.76957 0.95860
C -2.60093 2.59234 -0.46490
N -2.08307 1.49985 -1.06211
C -2.23746 1.36250 -2.36362
C -2.92443 2.29387 -3.15445
C -3.47539 3.39784 -2.55370
C -3.32213 3.57625 -1.16974
C -3.86304 4.73281 -0.48842
N -4.56887 5.67455 -1.13079
H -2.97090 4.89071 3.52026
H -1.58332 3.13910 4.66525
H -0.73424 1.20456 3.29275
H -1.81064 0.45999 -2.78217
H -3.01546 2.12634 -4.22099
H -4.02157 4.14836 -3.11094
C 3.96806 -0.68085 2.32820
C 2.64488 -0.48429 3.08208
C 2.69722 0.85222 3.83690
C 2.48630 -1.61869 4.10472
C 1.50746 -0.48969 2.13808
C 0.54035 -0.45503 1.37687
H 4.81473 -0.67177 3.02440
H 4.11032 0.11615 1.59631
H 3.96576 -1.63039 1.79081
H 3.53172 0.86519 4.54791
H 1.76639 1.01418 4.38348
H 2.81920 1.67833 3.13573
H 3.33877 -1.64436 4.79295
H 2.41829 -2.58326 3.59596
H 1.57549 -1.47148 4.68820
N -2.95633 -1.01185 1.10462
C -2.70784 -1.59190 2.06304
C -2.39169 -2.34204 3.24913
C -1.05842 -2.58522 3.57016
C -0.77276 -3.33454 4.70198
C -1.79508 -3.82512 5.50286
C -3.12134 -3.56875 5.17914
C -3.42386 -2.82741 4.04942
H -0.27994 -2.16434 2.93588
H 0.25997 -3.53232 4.95888
H -1.55857 -4.40806 6.38494
H -3.91952 -3.94646 5.80566
H -4.45076 -2.61988 3.77932
C 2.44087 -3.90480 -2.34602
C 2.15855 -2.93901 -1.20115
C 2.30339 -3.64262 0.14370
C 3.07625 -1.72269 -1.27126
O 0.82197 -2.43439 -1.20335
P -0.28410 -2.35349 -2.35605
O -0.57384 -3.66874 -2.98865
O -1.37868 -1.52995 -1.74919
O 0.53089 -1.41177 -3.43247
C 0.22128 -1.34893 -4.82969
C 0.93087 -2.49647 -5.54470
C -1.28003 -1.41724 -5.10437
C 0.77540 -0.00426 -5.28571
H 3.45608 -4.29660 -2.23310
H 2.36602 -3.39758 -3.30716
H 1.72608 -4.72646 -2.34425
H 3.33704 -3.96468 0.30255
H 1.64968 -4.51680 0.17498
H 2.00445 -2.95158 0.93400
H 4.12502 -2.01995 -1.17378
H 2.81479 -1.03345 -0.46651
H 2.93626 -1.21109 -2.22520
H 0.58201 -3.44336 -5.13248
H 2.01078 -2.41704 -5.39757
H 0.72334 -2.46454 -6.61820
H -1.68224 -2.37622 -4.77967
H -1.45458 -1.29695 -6.17721
H -1.80935 -0.62576 -4.57529
H 1.84107 0.05514 -5.05573
H 0.27031 0.80690 -4.75871
H 0.63598 0.12606 -6.36216
C 0.46346 4.02140 -0.95951
C 0.98005 2.60645 -0.70013
C 2.24804 2.64522 0.16603
C 1.21861 1.87098 -1.97144
H 0.23876 4.53433 -0.02078
H -0.44980 4.00476 -1.55733
H 1.21248 4.61202 -1.49974
H 0.22521 2.06028 -0.12792
H 3.05965 3.16606 -0.35374
H 2.56617 1.63071 0.40795
H 2.04415 3.16829 1.10542
H 1.10940 0.79555 -2.03282
H 1.56199 2.40105 -2.85415
*
```

These are the Mulliken partial charges, in e, on atoms 1 to 6: 0.805 -0.082 -1.033 0.792 0.537 -0.801

=====

# 3
Computed, not measured: the ion C4H7NO2S with charge -2 in a non-equilibrium geometry, with ωB97M-V/def2-TZVPD.

The highest occupied orbital energy comes out at 0.0122 Ha. Its structure (SMILES) is C[C@H](C[S-])NC(=O)[O-]. Its energy above the lowest of the compared OMol25 structures with the same formula, charge and spin is 199.8 kJ/mol. As for the total energy: -20680.29667 eV. The frontier orbital gap is 5.84 eV.

```
! wB97M-V def2-TZVPD RIJCOSX def2/J DEFGRID3
* xyz -2 1
C 0.35464 1.41279 1.28543
C -0.40467 0.61187 0.19800
C -1.08015 -0.59625 0.71635
S -3.03060 -0.55717 0.12588
N 0.60783 0.18907 -0.85492
C 2.05725 -0.09326 -0.63806
O 2.66969 0.57567 0.22902
O 2.33032 -1.03279 -1.49650
H -0.34143 1.94635 1.72670
H 1.11708 2.10151 0.86594
H 0.96379 0.70527 1.89891
H -1.05684 1.29162 -0.36287
H -0.91284 -1.64753 0.27391
H -1.20815 -0.67601 1.82543
H 0.11067 -0.48398 -1.48817
*
```

These are the Mulliken partial charges, in e, on atoms 1 to 6: -1.694 0.499 -0.883 -0.842 -0.345 0.457

=====

# 4
Computed, not measured: the molecule C5H10 in a non-equilibrium geometry, with ωB97M-V/def2-TZVPD.

The highest occupied orbital energy comes out at -0.3305 Ha. Its structure (SMILES) is C/C=C/CC. Its energy above the lowest of the compared OMol25 structures with the same formula, charge and spin is 86.2 kJ/mol. As for the total energy: -5346.37229 eV. The frontier orbital gap is 10.29 eV.

```
! wB97M-V def2-TZVPD RIJCOSX def2/J DEFGRID3
* xyz 0 1
C 1.05638 -1.49104 -1.67365
C 1.18940 -0.52185 -0.50513
C -0.09504 0.18912 -0.15791
C -0.40627 0.64806 1.04293
C -1.70159 1.30272 1.40982
H 1.93065 -1.46314 -2.33469
H 0.30119 -1.17478 -2.39343
H 0.92765 -2.51834 -1.35011
H 1.85658 0.30069 -0.79664
H 1.64058 -0.94893 0.38626
H -0.80138 0.36199 -0.96147
H 0.23350 0.53631 1.91326
H -2.19568 0.72009 2.19603
H -2.44920 1.50556 0.65319
H -1.46964 2.23595 1.94495
*
```

These are the Mulliken partial charges, in e, on atoms 1 to 6: -1.104 -0.187 -0.211 -0.139 -1.222 0.313

=====

# 5
Computed, not measured: a structure of composition H26HeO13 in a non-equilibrium geometry, with ωB97M-V/def2-TZVPD.

The highest occupied orbital energy comes out at -0.3767 Ha. Its energy above the lowest of the compared OMol25 structures with the same formula, charge and spin is 79.7 kJ/mol. As for the total energy: -27119.84415 eV. The frontier orbital gap is 10.13 eV.

```
! wB97M-V def2-TZVPD RIJCOSX def2/J DEFGRID3
* xyz 0 1
He -0.50093 -0.19696 0.30518
O 2.01993 1.26975 -0.39402
H 1.72417 1.26225 -1.30435
H 2.58099 2.04267 -0.33033
O 1.18389 1.29673 -3.04920
H 1.74483 0.88407 -3.70593
H 0.51724 0.63792 -2.85484
O 0.84228 3.21731 1.53473
H -0.01810 3.52408 1.24859
H 1.15289 2.66818 0.81486
O 2.11277 -2.20458 -0.60735
H 2.86166 -2.72995 -0.32564
H 2.12769 -1.43846 -0.03370
O -2.12748 2.49044 -2.48107
H -1.71862 1.63058 -2.57963
H -1.94901 2.73848 -1.57395
O -0.57241 -0.25769 3.14675
H 0.13343 -0.31776 2.50300
H -1.21361 0.32910 2.74580
O 1.88880 -0.37709 1.81468
H 2.66665 -0.56648 2.33939
H 2.16956 0.30794 1.20793
O 0.90086 2.02703 4.05565
H 0.49657 1.20497 3.77813
H 0.70220 2.64242 3.34992
O 0.70859 -3.32837 -2.95632
H 1.02825 -2.79161 -2.23110
H 0.61140 -4.20402 -2.58212
O -3.00288 0.51171 1.87374
H -3.36141 1.39842 1.83579
H -3.26348 0.18411 2.73456
O -2.64507 -1.11996 -0.37180
H -2.67395 -0.57010 0.41118
H -1.98210 -1.78200 -0.17582
O -0.45950 -3.02906 -0.24026
H 0.42531 -2.66681 -0.28618
H -0.52360 -3.39482 0.64197
O -1.33703 -0.09086 -2.74621
H -1.76569 -0.53570 -2.01504
H -1.48508 -0.66587 -3.49700
*
```

These are the Mulliken partial charges, in e, on atoms 1 to 6: 0.020 -0.734 0.283 0.319 -0.667 0.316